No. 1
The following is a DFT calculation (ωB97M-V with the def2-TZVPD basis set) of a cluster of 3 separate species, C2H10NO2S in total at a distorted geometry.

Properties
- relative energy (zero: lowest compared OMol25 entry of this formula, charge and spin) (kJ/mol) = 144.5
- frontier orbital gap (eV) = 5.7
- energy (Eh) = -685.612641
- net charge = -1
- 2S+1 = 1
- LUMO (eV) = 3.248

```
16
Properties=species:S:1:pos:R:3:nbo_charge:R:1
C 0.6731 -1.5002 -1.0165 -0.23
C -0.2796 -1.1417 -2.2389 -0.52
S -0.6941 0.6585 -2.5022 -0.76
N 0.3282 -0.8858 0.2864 -0.88
H 1.6303 -1.2345 -1.3694 0.18
H 0.5943 -2.6183 -0.8502 0.15
H -1.1867 -1.5905 -2.2133 0.17
H 0.3537 -1.4671 -3.1350 0.17
H -0.6920 -0.9386 0.2031 0.36
H 0.6614 0.0360 0.3742 0.37
H 2.7931 -1.0373 2.6948 0.45
H 1.3709 -1.3852 2.3784 0.49
O 1.8576 -0.7535 2.9936 -0.96
H -2.3932 4.4004 0.6550 0.49
H -2.2218 4.9371 2.2454 0.48
O -2.7952 4.5208 1.4947 -0.97
```

---

No. 2
The following is a DFT calculation (ωB97M-V with the def2-TZVPD basis set) of a cluster of 3 separate species, C2H10NO3 in total at a distorted geometry.

Properties
- relative energy (zero: lowest compared OMol25 entry of this formula, charge and spin) (kJ/mol) = 56.6
- frontier orbital gap (eV) = 8.0
- energy (Eh) = -362.685831
- net charge = -1
- 2S+1 = 1
- LUMO (eV) = 4.198

```
16
Properties=species:S:1:pos:R:3:nbo_charge:R:1
C -1.2747 -0.6478 1.3231 -0.06
O -1.3904 0.4889 0.5357 -0.80
C -1.4028 -1.9252 0.5010 -0.24
N -0.2626 -2.1915 -0.3799 -0.87
H -0.2814 -0.6927 1.8003 0.13
H -2.0648 -0.5739 2.0697 0.14
H -1.5249 -2.7719 1.1716 0.15
H -2.3329 -1.8890 -0.0849 0.17
H 0.5730 -1.8897 0.1122 0.34
H -0.2287 -1.4308 -1.0704 0.41
H 2.8484 2.5497 -1.1912 0.49
H 2.5941 2.9201 0.2466 0.48
O 3.0086 3.2617 -0.5595 -0.97
H 0.5391 0.7947 -1.9966 0.41
H -0.6005 0.6774 -0.0615 0.53
O 0.6010 0.3628 -1.1360 -1.31
```

---

No. 3
The following is a DFT calculation (ωB97M-V with the def2-TZVPD basis set) of a cluster of 3 separate species, C2H10NO3 in total at a distorted geometry.

Properties
- relative energy (zero: lowest compared OMol25 entry of this formula, charge and spin) (kJ/mol) = 34.1
- frontier orbital gap (eV) = 8.1
- energy (Eh) = -362.694392
- net charge = -1
- 2S+1 = 1
- LUMO (eV) = 4.085

```
16
Properties=species:S:1:pos:R:3:nbo_charge:R:1
C -1.9799 0.7437 -0.5377 -0.43
N -0.9400 0.1802 -1.4398 -0.67
C -0.0617 -0.7689 -0.7130 0.13
O 0.7738 -0.2329 0.1962 -0.96
H -1.5584 0.9599 0.4541 0.18
H -2.3010 1.6658 -1.0110 0.18
H -2.6807 -0.0742 -0.3638 0.18
H -0.3172 0.9467 -1.6890 0.34
H -0.7558 -1.4924 -0.2309 0.09
H 0.4642 -1.3401 -1.5136 0.10
H -0.2926 -0.2691 2.9130 0.45
H 0.7429 -0.7407 1.9526 0.52
O 0.4469 -0.8874 2.8822 -1.00
H 2.1594 0.2579 0.1279 0.51
H 3.2125 0.3485 -0.9572 0.43
O 3.0876 0.7030 -0.0702 -1.04
```

---

frontier orbital gap of number 1 (C2H10NO2S)?
5.7 eV

---

frontier orbital gap of number 1 (C2H10NO2S)?
5.7 eV